Here is one molecule with the formula C4H6ClF from the OMol25 dataset. Energies are from wB97M-V/def2-TZVPD.

Summary:
- HOMO-LUMO gap (eV) = 10.9
- energy relative to the best compared isomer or geometry (same formula, charge and spin) (kcal/mol) = 15.3
- SMILES string = FC/C=C\CCl

Last column: natural (NBO) charge in e.
Geometry (Å):
C (-1.54, -0.43, -0.27)  0.01
C (-0.66, 0.77, -0.27)  -0.23
C (0.65, 0.87, 0.00)  -0.18
C (1.42, -0.23, 0.53)  -0.42
H (-2.03, -0.54, -1.25)  0.19
H (-2.37, -0.44, 0.48)  0.19
H (-1.10, 1.60, -0.83)  0.22
H (1.08, 1.87, -0.07)  0.22
H (1.60, 0.02, 1.58)  0.22
H (0.88, -1.19, 0.57)  0.26
F (-0.87, -1.70, -0.09)  -0.39
Cl (2.94, -0.60, -0.38)  -0.08



Here is C5H5ClN4 as an isolated structure from the OMol25 dataset. Energies are from wB97M-V/def2-TZVPD.

Summary:
- HOMO-LUMO gap (alpha / beta) (eV) = 5.1 / 5.7
- energy relative to the best compared isomer or geometry (same formula, charge and spin) (kcal/mol) = 64.7
- spin multiplicity = 3

Last column: natural (NBO) charge in e.
Geometry (Å):
C (0.73, -1.93, 0.21)  -0.14
C (0.09, -0.70, 0.36)  0.12
C (1.05, 0.28, 0.13)  0.01
C (0.61, 1.64, 0.07)  -0.02
C (-1.74, 1.24, -0.14)  -0.16
N (2.24, -0.32, -0.10)  -0.27
N (-0.59, 2.04, 0.12)  -0.32
N (2.02, -1.60, -0.04)  -0.24
N (-1.74, 0.00, 0.57)  -0.36
Cl (-2.79, -1.09, -0.17)  0.11
H (0.45, -2.91, 0.19)  0.22
H (1.30, 2.37, 0.12)  0.19
H (-2.69, 1.93, 0.24)  0.21
H (-1.70, 1.29, -1.20)  0.23
H (2.76, -2.23, -0.36)  0.42



Here is C15H31F3NNiO7P as an isolated structure from the OMol25 dataset. Energies are from wB97M-V/def2-TZVPD.

Summary:
- HOMO-LUMO gap (alpha / beta) (eV) = 7.9 / 4.4
- total charge = +2
- spin multiplicity = 3

Last column: natural (NBO) charge in e.
Geometry (Å):
C (6.03, -2.97, 1.00)  -0.34
O (6.66, -2.21, -0.07)  -0.07
C (5.75, -1.20, -0.59)  -0.12
C (5.71, 0.12, 0.36)  -0.39
C (4.19, 0.66, 0.51)  -0.40
C (4.13, 2.26, 0.50)  -0.42
C (2.84, 2.87, 1.24)  -0.40
C (1.62, 3.19, 0.23)  -0.40
C (1.47, 2.06, -0.93)  -0.41
C (0.04, 2.15, -1.63)  -0.41
C (-0.41, 0.77, -2.35)  -0.40
C (-2.00, 0.61, -2.39)  -0.45
C (-2.65, 0.23, -0.94)  0.31
O (-1.57, -0.06, -0.08)  -0.70
O (-3.56, -0.88, -1.22)  -0.58
C (-4.25, -1.39, -0.03)  0.18
O (-5.37, -2.18, -0.58)  -0.71
C (-4.96, -0.27, 0.91)  -0.09
N (-4.15, 0.26, 2.00)  -0.82
C (-6.37, -0.72, 1.54)  0.98
F (-7.44, -0.55, 0.64)  -0.32
F (-6.35, -1.96, 2.14)  -0.29
F (-6.63, 0.20, 2.57)  -0.31
P (-3.24, -2.70, 0.94)  2.20
O (-2.31, -2.13, 1.98)  -1.03
O (-2.27, -3.45, -0.27)  -0.94
O (-4.23, -3.95, 1.54)  -0.89
H (6.66, -2.97, 1.96)  0.29
H (5.90, -4.06, 0.71)  0.30
H (5.00, -2.55, 1.25)  0.22
H (4.73, -1.67, -0.75)  0.24
H (6.17, -0.88, -1.59)  0.26
H (6.35, 0.95, -0.07)  0.26
H (6.11, -0.19, 1.37)  0.24
H (3.62, 0.29, -0.40)  0.20
H (3.69, 0.19, 1.42)  0.23
H (5.04, 2.68, 1.04)  0.23
H (4.23, 2.61, -0.59)  0.22
H (3.10, 3.84, 1.77)  0.24
H (2.55, 2.13, 2.05)  0.21
H (0.62, 3.21, 0.79)  0.21
H (1.77, 4.23, -0.19)  0.22
H (2.32, 2.26, -1.65)  0.21
H (1.57, 1.06, -0.41)  0.19
H (-0.75, 2.52, -0.90)  0.19
H (0.13, 2.93, -2.47)  0.22
H (0.15, -0.13, -1.96)  0.21
H (-0.08, 0.90, -3.44)  0.24
H (-2.22, -0.27, -3.10)  0.24
H (-2.52, 1.52, -2.83)  0.22
H (-3.15, 1.21, -0.58)  0.13
H (-1.24, -0.97, -0.18)  0.51
H (-5.70, -1.64, -1.33)  0.48
H (-5.22, 0.64, 0.21)  0.07
H (-4.03, -0.39, 2.78)  0.42
H (-3.28, 0.70, 1.70)  0.39
H (-2.80, -3.42, -1.10)  0.49
H (-4.65, -4.32, 0.74)  0.51
Ni (-4.77, 0.81, -1.27)  0.91



Here is a 3-piece molecular cluster, C3H10O5 overall from the OMol25 dataset. Energies are from wB97M-V/def2-TZVPD.

Summary:
- HOMO-LUMO gap (eV) = 10.5
- energy relative to the best compared isomer or geometry (same formula, charge and spin) (kcal/mol) = 37.8
- SMILES string = O=C(O)CCO.O.O

Last column: natural (NBO) charge in e.
Geometry (Å):
O (-2.17, 2.16, -0.18)  -0.58
C (-1.35, 1.50, 0.40)  0.80
O (-0.59, 1.93, 1.42)  -0.70
C (-1.15, -0.01, 0.25)  -0.55
C (-1.50, -0.55, 1.60)  -0.07
O (-0.97, -1.92, 1.58)  -0.75
H (-1.05, 2.64, 1.90)  0.50
H (-0.08, -0.27, 0.13)  0.27
H (-1.94, -0.34, -0.43)  0.23
H (-2.58, -0.79, 1.93)  0.19
H (-0.87, -0.16, 2.36)  0.21
H (-1.54, -2.54, 1.12)  0.46
H (1.82, 0.67, -2.89)  0.47
H (3.28, 0.59, -2.19)  0.48
O (2.53, 1.11, -2.43)  -0.95
H (2.13, -1.72, -1.83)  0.47
H (3.47, -1.28, -1.44)  0.46
O (2.54, -1.03, -1.29)  -0.92



Here is an isolated ion of composition C5H7F2N2OS and charge +1 from the OMol25 dataset. Energies are from wB97M-V/def2-TZVPD.

Summary:
- HOMO-LUMO gap (eV) = 7.2
- total charge = +1
- energy relative to the best compared isomer or geometry (same formula, charge and spin) (kcal/mol) = 88.4

Last column: natural (NBO) charge in e.
Geometry (Å):
C (0.77, -1.70, 0.33)  0.07
C (-0.49, -1.20, 0.11)  -0.03
C (0.48, 0.94, -0.01)  0.70
C (1.12, 2.19, -0.05)  -0.77
C (-1.79, -1.94, 0.01)  0.04
N (1.78, -0.87, 0.38)  -0.69
N (-0.54, 0.18, -0.05)  -0.48
O (3.76, 0.54, 0.71)  -0.86
F (-2.81, -1.02, 0.11)  -0.35
F (3.53, -0.86, -1.32)  -0.51
S (3.49, -0.80, 0.36)  1.79
H (0.92, -2.76, 0.46)  0.25
H (1.62, 2.41, 0.90)  0.31
H (1.90, 2.21, -0.82)  0.31
H (0.40, 2.99, -0.27)  0.30
H (-1.92, -2.66, 0.82)  0.21
H (-1.92, -2.44, -0.96)  0.20
H (-1.49, 0.54, -0.18)  0.50



Here is a 2-piece molecular cluster, C4H12 overall from the OMol25 dataset. Energies are from wB97M-V/def2-TZVPD.

Summary:
- HOMO-LUMO gap (eV) = 12.6
- energy relative to the best compared isomer or geometry (same formula, charge and spin) (kcal/mol) = 8.8
- SMILES string = CC.CC

Last column: natural (NBO) charge in e.
Geometry (Å):
C (1.52, -1.74, 0.18)  -0.62
C (1.17, -0.99, 1.46)  -0.63
H (0.64, -1.87, -0.47)  0.20
H (2.23, -1.26, -0.49)  0.21
H (1.77, -2.78, 0.41)  0.21
H (1.59, 0.01, 1.38)  0.21
H (1.63, -1.45, 2.34)  0.21
H (0.13, -0.95, 1.81)  0.21
C (-0.94, 1.63, -0.21)  -0.61
C (-1.73, 1.11, -1.44)  -0.60
H (-1.66, 1.88, 0.57)  0.20
H (-0.24, 0.86, 0.11)  0.21
H (-0.43, 2.52, -0.55)  0.20
H (-2.52, 0.41, -1.18)  0.20
H (-1.08, 0.67, -2.20)  0.20
H (-2.16, 1.97, -1.97)  0.20



Here is a 3-piece molecular cluster, C16H24IN3O3 overall from the OMol25 dataset. Energies are from wB97M-V/def2-TZVPD.

Summary:
- HOMO-LUMO gap (eV) = 8.7
- energy relative to the best compared isomer or geometry (same formula, charge and spin) (kcal/mol) = 0.0
- SMILES string = C[C@H](I)CC1=C(CN)C(=O)OC1=O.CCCC#N.CCCC#N

Last column: natural (NBO) charge in e.
Geometry (Å):
C (3.62, 2.70, 2.83)  -0.63
C (2.74, 1.48, 2.68)  -0.28
I (3.54, 0.17, 1.18)  0.06
C (1.31, 1.86, 2.30)  -0.49
C (0.23, 0.84, 2.52)  -0.06
C (-1.05, 0.96, 2.19)  -0.07
C (-1.80, 2.11, 1.59)  -0.28
N (-2.54, 2.89, 2.59)  -0.80
C (-1.76, -0.28, 2.61)  0.76
O (-2.90, -0.57, 2.49)  -0.52
O (-0.84, -1.13, 3.19)  -0.50
C (0.40, -0.49, 3.19)  0.77
O (1.34, -1.00, 3.69)  -0.51
H (4.66, 2.42, 2.98)  0.23
H (3.55, 3.34, 1.95)  0.22
H (3.28, 3.27, 3.71)  0.21
H (2.75, 0.87, 3.59)  0.24
H (1.04, 2.76, 2.87)  0.23
H (1.28, 2.15, 1.25)  0.25
H (-1.11, 2.77, 1.06)  0.23
H (-2.53, 1.73, 0.88)  0.22
H (-3.19, 2.28, 3.08)  0.36
H (-1.90, 3.25, 3.30)  0.35
C (-0.77, 0.08, -1.70)  -0.62
C (-1.40, 0.90, -2.82)  -0.38
C (-0.54, 2.11, -3.20)  -0.51
C (-0.37, 3.01, -2.07)  0.31
N (-0.25, 3.68, -1.14)  -0.37
H (-0.66, 0.68, -0.79)  0.21
H (-1.38, -0.79, -1.44)  0.21
H (0.22, -0.27, -1.99)  0.22
H (-2.39, 1.25, -2.52)  0.21
H (-1.53, 0.28, -3.71)  0.22
H (-0.98, 2.67, -4.02)  0.25
H (0.46, 1.78, -3.52)  0.25
C (0.64, -5.32, -2.06)  -0.61
C (-0.31, -4.20, -1.66)  -0.38
C (-0.88, -3.45, -2.87)  -0.51
C (0.17, -2.80, -3.65)  0.29
N (1.01, -2.29, -4.24)  -0.34
H (1.51, -4.93, -2.60)  0.22
H (1.00, -5.85, -1.19)  0.22
H (0.15, -6.05, -2.71)  0.20
H (0.20, -3.50, -1.01)  0.21
H (-1.15, -4.61, -1.09)  0.21
H (-1.58, -2.67, -2.53)  0.25
H (-1.43, -4.12, -3.52)  0.24



Here is a 2-piece molecular cluster, H5NO overall from the OMol25 dataset. Energies are from wB97M-V/def2-TZVPD.

Summary:
- HOMO-LUMO gap (eV) = 10.8
- energy relative to the best compared isomer or geometry (same formula, charge and spin) (kcal/mol) = 5.6
- SMILES string = N.O

Last column: natural (NBO) charge in e.
Geometry (Å):
N (-0.97, 0.45, 1.36)  -1.07
H (0.01, 0.60, 1.65)  0.35
H (-1.27, 1.32, 0.90)  0.36
H (-0.96, -0.28, 0.64)  0.36
O (0.71, -0.52, -1.59)  -0.94
H (1.20, -0.54, -0.74)  0.47
H (1.28, -1.02, -2.22)  0.47



Here is C28H29BBrF4NP2PdS as an isolated structure from the OMol25 dataset. Energies are from wB97M-V/def2-TZVPD.

Summary:
- HOMO-LUMO gap (eV) = 4.8
- total charge = -2
- energy relative to the best compared isomer or geometry (same formula, charge and spin) (kcal/mol) = 11.0

Last column: natural (NBO) charge in e.
Geometry (Å):
Pd (0.11, -0.28, -0.15)  0.25
C (-3.57, -3.73, 6.20)  -0.75
S (-4.73, -3.59, 4.83)  0.17
C (-3.73, -4.38, 3.53)  -0.52
C (-2.52, -3.59, 3.06)  -0.43
C (-2.89, -2.30, 2.32)  -0.24
N (-1.80, -1.83, 1.47)  -1.09
P (-0.82, -0.46, 1.88)  1.06
C (-0.38, -1.01, 3.60)  -0.33
C (-1.15, -0.79, 4.74)  -0.23
C (-0.73, -1.28, 5.98)  -0.23
C (0.45, -2.00, 6.08)  -0.25
C (1.23, -2.20, 4.95)  -0.17
C (0.82, -1.70, 3.73)  -0.22
C (-2.05, 0.85, 2.26)  -0.37
C (-3.27, 0.89, 1.59)  -0.19
C (-4.15, 1.94, 1.79)  -0.20
C (-3.82, 2.98, 2.64)  -0.24
C (-2.59, 2.97, 3.29)  -0.24
C (-1.71, 1.92, 3.10)  -0.14
P (-1.95, -2.05, -0.27)  1.05
C (-2.65, -3.80, -0.28)  -0.35
C (-4.00, -3.94, -0.57)  -0.15
C (-4.61, -5.19, -0.62)  -0.25
C (-3.85, -6.34, -0.41)  -0.23
C (-2.49, -6.21, -0.15)  -0.21
C (-1.89, -4.96, -0.09)  -0.22
C (-0.23, -2.45, -0.74)  -0.45
C (0.77, -2.87, 0.16)  -0.24
C (2.03, -3.20, -0.29)  -0.22
C (2.34, -3.13, -1.64)  -0.19
C (1.37, -2.72, -2.55)  -0.25
C (0.10, -2.36, -2.10)  -0.17
H (-4.05, -3.28, 7.07)  0.22
H (-2.64, -3.20, 6.00)  0.23
H (-3.36, -4.78, 6.42)  0.20
H (-4.42, -4.54, 2.69)  0.23
H (-3.44, -5.37, 3.89)  0.21
H (-1.95, -4.23, 2.38)  0.23
H (-1.86, -3.36, 3.90)  0.21
H (-3.17, -1.52, 3.04)  0.21
H (-3.79, -2.48, 1.72)  0.19
H (-2.07, -0.24, 4.67)  0.22
H (-1.34, -1.09, 6.86)  0.20
H (0.77, -2.38, 7.05)  0.20
H (2.17, -2.74, 5.03)  0.20
H (1.45, -1.82, 2.85)  0.24
H (-3.51, 0.11, 0.88)  0.23
H (-5.09, 1.96, 1.24)  0.20
H (-4.50, 3.81, 2.78)  0.19
H (-2.31, 3.79, 3.94)  0.19
H (-0.75, 1.93, 3.59)  0.20
H (-4.59, -3.05, -0.75)  0.21
H (-5.66, -5.28, -0.84)  0.20
H (-4.31, -7.32, -0.45)  0.20
H (-1.88, -7.10, 0.00)  0.20
H (-0.83, -4.88, 0.10)  0.23
H (0.50, -2.98, 1.21)  0.21
H (2.82, -3.45, 0.42)  0.22
H (3.35, -3.32, -1.97)  0.23
H (1.62, -2.62, -3.59)  0.20
H (-0.64, -1.99, -2.80)  0.21
Br (-1.00, 1.82, -1.38)  -0.85
F (4.80, -1.31, -2.04)  -0.59
B (4.74, -0.85, -0.70)  1.35
F (3.48, -0.32, -0.42)  -0.57
F (4.99, -1.96, 0.16)  -0.59
F (5.75, 0.12, -0.50)  -0.59



Here is C3H4HoLiO3 as an isolated structure from the OMol25 dataset. Energies are from wB97M-V/def2-TZVPD.

Summary:
- HOMO-LUMO gap (alpha / beta) (eV) = 7.0 / 5.1
- total charge = +2
- energy relative to the best compared isomer or geometry (same formula, charge and spin) (kcal/mol) = 59.9
- spin multiplicity = 5

Last column: natural (NBO) charge in e.
Geometry (Å):
C (-1.41, 0.44, 0.06)  -0.13
C (-0.07, -0.24, -0.14)  -0.15
O (0.96, 0.77, -0.21)  -0.51
C (2.21, 0.42, -0.34)  0.26
O (2.51, -0.81, -0.41)  -0.82
O (-2.06, -0.01, 1.15)  -0.47
H (-1.27, 1.54, 0.07)  0.28
H (-0.07, -0.82, -1.07)  0.22
H (0.14, -0.92, 0.70)  0.22
Ho (4.81, 0.25, -0.62)  1.80
Li (-3.52, -0.78, 1.67)  0.99
H (-2.23, 0.16, -0.84)  0.30



Here is Cr2F4H24O16P2 as an isolated structure from the OMol25 dataset. Energies are from wB97M-V/def2-TZVPD.

Summary:
- HOMO-LUMO gap (alpha / beta) (eV) = 4.2 / 6.0
- total charge = +4
- energy relative to the best compared isomer or geometry (same formula, charge and spin) (kcal/mol) = 5.8
- spin multiplicity = 7

Last column: natural (NBO) charge in e.
Geometry (Å):
Cr (1.22, -2.36, -1.39)  1.92
Cr (0.31, 3.51, -0.89)  1.92
O (0.35, -1.03, -0.28)  -1.05
P (-0.15, 0.22, 0.46)  2.68
O (0.06, 1.71, 0.01)  -1.05
F (0.44, 0.13, 2.02)  -0.52
F (-1.79, 0.03, 0.65)  -0.53
O (1.65, -0.56, -2.43)  -1.13
P (1.51, 0.83, -3.06)  2.68
O (0.96, 2.03, -2.25)  -1.12
F (0.62, 0.71, -4.44)  -0.50
F (2.98, 1.12, -3.54)  -0.50
O (-4.26, -1.17, 1.04)  -0.93
H (-3.41, -0.79, 0.81)  0.43
H (-4.55, -0.66, 1.80)  0.50
O (-2.90, -2.26, -1.41)  -0.98
H (-3.79, -2.37, -1.75)  0.53
H (-3.01, -1.86, -0.55)  0.49
O (1.20, 3.58, 2.00)  -1.00
H (1.39, 3.06, 2.78)  0.51
H (0.88, 4.42, 2.35)  0.51
O (2.90, 0.29, -0.10)  -0.97
H (3.11, 0.30, 0.83)  0.49
H (3.63, 0.76, -0.51)  0.50
O (-0.74, -3.34, 2.03)  -1.01
H (-1.46, -3.60, 2.60)  0.51
H (-0.27, -2.67, 2.53)  0.50
O (0.77, -1.89, 3.78)  -0.97
H (1.02, -0.96, 3.84)  0.48
H (0.34, -2.08, 4.61)  0.52
O (2.01, -2.72, 0.65)  -0.93
H (2.39, -3.52, 0.99)  0.55
H (1.78, -2.21, 1.43)  0.54
O (-1.18, 4.00, 0.68)  -0.92
H (-1.50, 3.37, 1.32)  0.55
H (-1.91, 4.58, 0.52)  0.54
O (-0.57, -1.96, -2.65)  -0.93
H (-1.47, -2.05, -2.36)  0.55
H (-0.62, -1.94, -3.61)  0.54
O (2.42, 3.17, -0.38)  -0.91
H (2.79, 2.94, 0.47)  0.55
H (3.17, 3.46, -0.89)  0.54
O (-0.02, -3.80, -0.74)  -0.91
H (-0.40, -4.57, -1.16)  0.56
H (-0.35, -3.84, 0.17)  0.57
O (-1.50, 3.28, -1.81)  -0.90
H (-2.35, 3.00, -1.49)  0.56
H (-1.68, 3.70, -2.65)  0.56



Here is a 3-piece molecular cluster, C22H29Br2N3O5 overall from the OMol25 dataset. Energies are from wB97M-V/def2-TZVPD.

Summary:
- HOMO-LUMO gap (eV) = 7.8
- SMILES string = C[C@H](Br)[C@H](Br)C1=CC(=O)C(CCCCO)=C(c2cccnc2)C1=O.CC(N)=O.CC(N)=O

Last column: natural (NBO) charge in e.
Geometry (Å):
C (2.19, -4.18, -1.87)  -0.65
C (0.68, -3.90, -2.36)  -0.26
Br (0.40, -2.06, -3.06)  0.01
C (-0.44, -4.33, -1.25)  -0.30
Br (-2.02, -4.97, -2.26)  0.04
C (-0.74, -3.19, -0.18)  -0.06
C (0.36, -2.66, 0.54)  -0.27
C (0.04, -1.47, 1.58)  0.55
O (0.61, -1.32, 2.68)  -0.54
C (-1.09, -0.42, 1.07)  -0.02
C (-0.91, 1.13, 1.36)  -0.46
C (0.65, 1.55, 1.14)  -0.42
C (1.26, 1.01, -0.24)  -0.43
C (2.58, 1.85, -0.71)  -0.06
O (3.74, 1.43, 0.05)  -0.74
C (-2.21, -0.97, 0.37)  -0.09
C (-3.40, -0.02, -0.13)  -0.10
C (-3.68, 0.02, -1.67)  -0.17
C (-4.84, 1.03, -2.01)  -0.26
C (-5.46, 1.76, -0.80)  0.02
N (-5.20, 1.66, 0.58)  -0.42
C (-4.16, 0.77, 0.95)  0.03
C (-2.19, -2.56, 0.13)  0.54
O (-3.25, -3.23, 0.22)  -0.49
H (2.23, -4.92, -0.98)  0.22
H (2.83, -4.59, -2.71)  0.24
H (2.65, -3.19, -1.48)  0.22
H (0.51, -4.61, -3.25)  0.25
H (0.02, -5.22, -0.67)  0.25
H (1.44, -2.99, 0.45)  0.24
H (-1.32, 1.48, 2.37)  0.26
H (-1.49, 1.73, 0.56)  0.24
H (1.25, 1.20, 2.05)  0.23
H (0.70, 2.70, 1.10)  0.21
H (1.65, -0.08, -0.12)  0.18
H (0.48, 0.94, -1.09)  0.22
H (2.75, 1.53, -1.81)  0.17
H (2.39, 2.97, -0.59)  0.20
H (3.80, 0.45, 0.09)  0.47
H (-3.13, -0.60, -2.45)  0.25
H (-5.18, 1.21, -3.09)  0.24
H (-6.29, 2.52, -1.09)  0.20
H (-3.88, 0.66, 2.06)  0.26
O (-3.00, 0.36, 4.38)  -0.65
C (-2.44, -0.51, 5.02)  0.68
N (-3.12, -1.58, 5.51)  -0.82
C (-0.96, -0.48, 5.33)  -0.72
H (-2.70, -2.32, 6.04)  0.39
H (-4.11, -1.62, 5.31)  0.40
H (-0.74, 0.42, 5.90)  0.24
H (-0.41, -0.47, 4.39)  0.27
H (-0.65, -1.35, 5.92)  0.20
O (3.09, 4.34, -3.81)  -0.62
C (4.28, 4.48, -3.57)  0.67
N (4.80, 5.71, -3.33)  -0.82
C (5.25, 3.34, -3.53)  -0.71
H (5.77, 5.88, -3.12)  0.39
H (4.16, 6.50, -3.35)  0.40
H (5.26, 2.84, -4.50)  0.24
H (4.93, 2.63, -2.76)  0.25
H (6.26, 3.67, -3.30)  0.21